Entry 1:
Molecular formula: C16H48O12
Method: DFT, ωB97M-V with the def2-TZVPD basis set

The geometry in XYZ format:
```
76
Properties=species:S:1:pos:R:3:lowdin_charge:R:1
C 2.748 -2.223 0.366 -0.106
C 2.450 -1.035 1.055 -0.353
O 2.044 0.036 0.252 -0.064
H 3.628 -2.077 -0.252 0.082
H 1.968 -2.613 -0.265 0.075
H 2.980 -3.012 1.089 0.107
H 3.306 -0.903 1.661 0.112
H 1.611 -1.240 1.742 0.114
H 1.862 0.801 0.811 0.059
C -1.101 0.791 -1.007 -0.088
C -2.534 0.654 -0.676 -0.304
O -2.773 0.971 0.657 -0.078
H -0.655 1.692 -0.589 0.055
H -1.045 0.791 -2.083 0.080
H -0.457 -0.004 -0.589 0.058
H -2.700 -0.399 -0.706 0.098
H -3.172 1.191 -1.316 0.108
H -2.716 0.202 1.215 0.023
C 1.649 4.313 -2.591 -0.117
C 1.187 2.945 -2.400 -0.345
O 1.947 2.180 -3.346 -0.082
H 2.736 4.265 -2.639 0.079
H 1.473 4.954 -1.734 0.067
H 1.336 4.795 -3.530 0.089
H 0.091 3.016 -2.591 0.121
H 1.489 2.596 -1.430 0.090
H 1.900 1.261 -3.049 0.014
C -0.681 -2.333 -2.677 -0.088
C -0.081 -3.488 -3.350 -0.367
O -0.809 -4.657 -3.057 -0.067
H -0.206 -1.396 -3.056 0.079
H -0.405 -2.200 -1.613 0.065
H -1.745 -2.417 -2.678 0.078
H 0.949 -3.651 -3.095 0.102
H -0.064 -3.266 -4.395 0.101
H -0.538 -5.356 -3.682 0.097
C -2.374 -2.374 1.667 -0.272
C -0.961 -2.202 1.606 -0.284
O -0.290 -3.410 1.333 -0.032
O -3.046 -1.285 2.220 -0.023
H -2.712 -3.252 2.220 0.137
H -2.748 -2.538 0.643 0.140
H -0.531 -1.842 2.566 0.142
H -0.809 -1.419 0.843 0.104
H -0.754 -3.950 0.701 0.085
H -2.680 -1.089 3.037 0.030
C 2.685 -1.253 -4.456 -0.271
C 3.092 -0.906 -3.124 -0.239
O 1.965 -0.347 -2.464 -0.096
O 3.732 -1.787 -5.222 -0.028
H 2.346 -0.368 -4.983 0.139
H 1.845 -1.942 -4.441 0.104
H 3.879 -0.181 -3.115 0.130
H 3.421 -1.776 -2.527 0.124
H 2.189 -0.265 -1.525 0.053
H 3.983 -2.611 -4.815 0.080
C -2.663 0.565 5.296 -0.298
C -3.301 1.648 4.653 -0.293
O -4.550 1.891 5.228 -0.015
O -1.647 0.062 4.513 -0.051
H -3.386 -0.195 5.497 0.130
H -2.294 0.858 6.270 0.132
H -3.239 1.550 3.627 0.096
H -2.718 2.561 4.803 0.136
H -4.582 2.734 5.676 0.089
H -1.144 0.864 4.285 0.053
C -0.579 2.190 2.194 -0.273
C 0.162 3.221 1.523 -0.249
O 1.394 2.620 1.139 -0.076
O -0.072 2.173 3.504 -0.079
H -0.543 1.141 1.731 0.144
H -1.622 2.504 2.277 0.122
H 0.343 4.094 2.177 0.141
H -0.376 3.734 0.724 0.128
H 2.005 3.346 0.948 0.115
H 0.903 2.033 3.333 0.129
```

Kohn-Sham gap: 0.36302 Eh
max |F|: 4.313 eV Å⁻¹
relative energy (zero: lowest compared OMol25 entry of this formula, charge and spin): 52.6 kcal per mole
molar mass: 432.55 g mol⁻¹
SMILES: OCCO.OCCO.OCCO.OCCO.CCO.CCO.CCO.CCO

=====

Entry 2:
Molecular formula: C16H48O16
Method: DFT, ωB97M-V with the def2-TZVPD basis set

The geometry in XYZ format:
```
80
Properties=species:S:1:pos:R:3:lowdin_charge:R:1
C -0.246 -7.099 -1.559 -0.251
C -0.678 -5.960 -0.695 -0.217
O -0.459 -4.691 -1.340 -0.083
O 0.848 -7.853 -1.034 -0.070
H -0.153 -6.902 -2.629 0.123
H -1.060 -7.824 -1.718 0.115
H -0.186 -5.987 0.279 0.124
H -1.757 -5.953 -0.504 0.117
H -0.344 -4.005 -0.678 0.044
H 0.535 -8.384 -0.297 0.082
C -1.134 2.796 3.618 -0.183
C -0.336 4.022 4.127 -0.239
O -0.927 4.515 5.305 -0.053
O -2.271 3.265 2.855 -0.104
H -1.529 2.219 4.459 0.121
H -0.627 2.111 2.942 0.090
H -0.219 4.781 3.352 0.119
H 0.703 3.704 4.272 0.118
H -0.371 4.315 6.060 0.091
H -2.698 3.907 3.439 0.093
C -5.229 2.231 1.332 -0.227
C -4.956 0.747 1.518 -0.242
O -4.563 0.338 2.822 -0.066
O -6.539 2.592 1.786 -0.079
H -5.276 2.422 0.260 0.121
H -4.524 2.869 1.869 0.098
H -4.154 0.446 0.830 0.105
H -5.838 0.170 1.214 0.122
H -4.651 1.109 3.394 0.078
H -6.872 2.022 2.484 0.078
C 3.606 0.936 1.584 -0.222
C 2.728 0.696 2.809 -0.226
O 3.596 0.878 3.935 -0.066
O 4.770 0.113 1.709 -0.078
H 3.910 1.981 1.502 0.125
H 3.114 0.699 0.635 0.089
H 2.268 -0.301 2.852 0.118
H 1.814 1.287 2.706 0.097
H 4.443 0.553 3.597 0.067
H 5.334 0.142 0.936 0.084
C -1.595 4.528 -0.365 -0.225
C -2.153 5.248 -1.599 -0.234
O -3.414 5.832 -1.285 -0.060
O -2.222 3.245 -0.258 -0.094
H -1.642 5.112 0.552 0.122
H -0.548 4.308 -0.633 0.116
H -2.243 4.454 -2.343 0.123
H -1.434 6.027 -1.864 0.116
H -4.066 5.363 -1.812 0.082
H -2.364 3.091 0.686 0.044
C 3.818 -0.291 -3.871 -0.217
C 3.830 0.114 -2.407 -0.209
O 2.982 -0.697 -1.576 -0.095
O 4.274 -1.640 -4.107 -0.079
H 4.347 0.339 -4.580 0.123
H 2.762 -0.319 -4.174 0.110
H 3.327 1.084 -2.347 0.126
H 4.864 0.169 -2.058 0.124
H 3.604 -1.373 -1.266 0.098
H 3.889 -2.203 -3.415 0.025
C 1.124 -2.907 -3.972 -0.227
C 2.013 -4.066 -3.482 -0.176
O 3.057 -3.589 -2.606 -0.093
O 0.881 -1.986 -2.936 -0.078
H 0.181 -3.291 -4.358 0.123
H 1.640 -2.493 -4.846 0.108
H 2.465 -4.528 -4.359 0.124
H 1.489 -4.796 -2.869 0.096
H 2.800 -3.821 -1.711 0.102
H 1.691 -1.856 -2.413 0.040
C 0.116 0.284 0.070 -0.257
C -0.707 -0.823 0.706 -0.213
O -0.615 -2.019 -0.052 -0.068
O 0.055 1.520 0.751 -0.066
H -0.052 0.336 -1.016 0.133
H 1.162 -0.036 -0.042 0.091
H -1.744 -0.471 0.658 0.111
H -0.466 -0.931 1.761 0.125
H -0.440 -1.774 -0.974 0.066
H -0.733 1.950 0.383 0.053
```

Kohn-Sham gap: 0.37597 Eh
max |F|: 2.415 eV Å⁻¹
relative energy (zero: lowest compared OMol25 entry of this formula, charge and spin): 46.8 kcal per mole
molar mass: 496.54 g mol⁻¹
SMILES: OCCO.OCCO.OCCO.OCCO.OCCO.OCCO.OCCO.OCCO

=====

Entry 3:
Molecular formula: C16H48O16
Method: DFT, ωB97M-V with the def2-TZVPD basis set

The geometry in XYZ format:
```
80
Properties=species:S:1:pos:R:3:lowdin_charge:R:1
C 15.429 -24.105 1.908 -0.276
C 16.628 -23.259 2.139 -0.227
O 16.307 -22.094 1.343 -0.055
O 14.144 -23.639 2.282 -0.057
H 15.530 -25.000 2.522 0.109
H 15.431 -24.511 0.896 0.124
H 17.480 -23.918 1.972 0.119
H 16.564 -23.007 3.197 0.100
H 15.506 -21.838 1.807 0.043
H 13.781 -24.429 2.689 0.038
C 14.383 -23.526 8.438 -0.251
C 15.522 -22.891 9.175 -0.245
O 15.523 -22.600 10.568 -0.063
O 13.828 -24.640 9.139 -0.059
H 14.853 -23.786 7.490 0.090
H 13.589 -22.839 8.148 0.118
H 15.642 -21.896 8.747 0.117
H 16.468 -23.412 9.030 0.113
H 15.483 -23.382 11.123 0.079
H 12.893 -24.649 8.919 0.077
C 8.876 -23.829 3.300 -0.240
C 8.292 -24.865 2.284 -0.223
O 9.235 -25.697 1.607 -0.077
O 9.803 -24.523 4.035 -0.049
H 8.126 -23.230 3.815 0.119
H 9.323 -23.125 2.598 0.117
H 7.730 -24.345 1.508 0.118
H 7.650 -25.616 2.745 0.110
H 8.981 -25.808 0.688 0.091
H 9.615 -25.457 3.921 0.056
C 13.468 -25.352 5.203 -0.179
C 12.528 -26.364 4.449 -0.262
O 12.379 -26.140 3.113 -0.014
O 14.747 -25.955 5.013 -0.088
H 13.273 -25.348 6.276 0.104
H 13.522 -24.341 4.799 0.114
H 11.526 -26.126 4.806 0.098
H 12.859 -27.292 4.915 0.107
H 11.540 -26.566 2.925 0.078
H 14.608 -26.874 5.256 0.031
C 8.784 -28.755 4.102 -0.261
C 8.547 -30.164 3.468 -0.207
O 7.850 -30.901 4.466 -0.068
O 7.623 -28.242 4.694 -0.049
H 9.173 -28.097 3.325 0.089
H 9.733 -28.695 4.634 0.110
H 9.466 -30.644 3.133 0.118
H 7.933 -30.035 2.577 0.110
H 7.389 -30.228 4.972 0.060
H 7.664 -27.699 5.485 0.106
C 19.477 -23.193 5.277 -0.190
C 18.586 -24.071 6.205 -0.190
O 17.188 -23.585 6.285 -0.093
O 19.181 -23.498 3.876 -0.083
H 20.523 -23.323 5.552 0.113
H 19.113 -22.191 5.505 0.112
H 19.014 -23.987 7.204 0.108
H 18.600 -25.104 5.856 0.116
H 16.764 -24.150 5.635 0.054
H 19.881 -24.046 3.514 0.079
C 14.295 -29.843 6.163 -0.247
C 14.666 -31.108 6.872 -0.231
O 16.048 -31.400 7.062 -0.060
O 14.748 -28.514 6.475 -0.070
H 13.223 -29.654 6.202 0.112
H 14.288 -30.000 5.084 0.123
H 14.060 -31.936 6.504 0.134
H 14.431 -30.886 7.914 0.113
H 16.527 -30.626 7.368 0.082
H 14.782 -28.438 7.431 0.098
C 14.602 -20.489 5.223 -0.157
C 15.897 -20.043 5.878 -0.291
O 16.392 -18.982 5.174 -0.036
O 14.817 -21.107 3.867 -0.096
H 13.941 -19.624 5.167 0.120
H 14.133 -21.328 5.736 0.105
H 16.634 -20.840 5.980 0.106
H 15.643 -19.673 6.872 0.120
H 16.173 -19.189 4.263 0.086
H 14.088 -21.727 3.793 0.051
```

Kohn-Sham gap: 0.33512 Eh
max |F|: 4.987 eV Å⁻¹
relative energy (zero: lowest compared OMol25 entry of this formula, charge and spin): 121.4 kcal per mole
molar mass: 496.54 g mol⁻¹
SMILES: OCCO.OCCO.OCCO.OCCO.OCCO.OCCO.OCCO.OCCO

=====

Entry 4:
Molecular formula: C16H48O8
Method: DFT, ωB97M-V with the def2-TZVPD basis set

The geometry in XYZ format:
```
72
Properties=species:S:1:pos:R:3:lowdin_charge:R:1
C -2.963 -2.849 -1.198 -0.085
C -4.199 -3.660 -1.624 -0.328
O -4.296 -3.598 -3.039 -0.081
H -2.964 -1.851 -1.631 0.068
H -2.098 -3.388 -1.586 0.072
H -2.877 -2.795 -0.114 0.063
H -5.141 -3.239 -1.253 0.103
H -4.210 -4.642 -1.140 0.105
H -5.055 -4.083 -3.371 0.081
C 3.511 -3.856 0.237 -0.081
C 2.996 -3.083 -0.961 -0.307
O 4.125 -2.681 -1.771 -0.090
H 3.978 -4.770 -0.128 0.080
H 2.632 -4.087 0.844 0.078
H 4.245 -3.284 0.802 0.078
H 2.403 -2.228 -0.618 0.094
H 2.365 -3.691 -1.607 0.116
H 4.715 -2.221 -1.167 0.089
O -2.097 3.626 2.027 -0.071
H -1.725 4.102 1.279 -0.010
H -2.863 3.176 1.658 0.020
O -2.779 3.249 -0.703 -0.054
H -2.355 3.159 -1.564 0.049
H -3.617 3.689 -0.888 0.055
C 2.854 6.415 0.342 -0.059
C 1.471 5.796 0.191 -0.465
C 1.018 5.181 1.493 -0.061
O 0.584 6.901 -0.130 -0.071
H 3.210 6.759 -0.629 0.079
H 3.594 5.651 0.612 0.080
H 2.850 7.166 1.126 0.083
H 1.324 5.109 -0.646 0.129
H 1.230 5.818 2.358 0.092
H 1.551 4.249 1.689 0.085
H -0.059 5.034 1.573 0.052
H 0.008 7.016 0.630 0.070
C 1.519 0.243 -5.014 -0.056
C 1.868 -0.668 -3.826 -0.493
C 0.521 -1.293 -3.373 -0.060
O 2.845 -1.613 -4.146 -0.038
H 1.656 1.295 -4.765 0.070
H 0.499 0.132 -5.387 0.068
H 2.107 0.025 -5.909 0.078
H 2.298 -0.037 -3.040 0.125
H 0.824 -1.901 -2.509 0.049
H 0.211 -2.044 -4.102 0.086
H -0.316 -0.655 -3.105 0.068
H 3.086 -2.190 -3.407 0.049
C -0.601 -0.256 0.751 -0.043
C 0.660 0.569 0.443 -0.459
C 0.416 1.730 -0.504 -0.055
O 1.092 1.037 1.727 -0.066
H -0.438 -1.214 1.242 0.067
H -0.906 -0.620 -0.243 0.061
H -1.411 0.336 1.170 0.084
H 1.476 -0.010 0.008 0.121
H -0.410 2.344 -0.137 0.058
H 0.132 1.437 -1.523 0.070
H 1.303 2.311 -0.761 0.081
H 0.437 1.648 2.082 0.076
C -1.565 -4.000 3.914 -0.058
C -1.317 -2.574 4.370 -0.481
C -2.620 -1.770 4.680 -0.041
O -0.521 -2.630 5.572 -0.074
H -2.253 -4.581 4.527 0.081
H -0.652 -4.598 3.906 0.078
H -1.853 -3.887 2.866 0.073
H -0.655 -2.064 3.663 0.119
H -3.161 -2.453 5.329 0.078
H -3.119 -1.610 3.720 0.070
H -2.408 -0.764 5.032 0.072
H -0.110 -1.765 5.660 0.081
```

Kohn-Sham gap: 0.36460 Eh
max |F|: 2.807 eV Å⁻¹
relative energy (zero: lowest compared OMol25 entry of this formula, charge and spin): 48.3 kcal per mole
molar mass: 368.55 g mol⁻¹
SMILES: CC(C)O.CC(C)O.CC(C)O.CC(C)O.CCO.CCO.O.O

=====

Entry 5:
Molecular formula: C16H48O8
Method: DFT, ωB97M-V with the def2-TZVPD basis set

The geometry in XYZ format:
```
72
Properties=species:S:1:pos:R:3:lowdin_charge:R:1
C 1.772 -3.240 -2.506 -0.062
C 2.429 -4.334 -3.440 -0.328
O 3.383 -3.812 -4.303 -0.076
H 1.173 -3.719 -1.731 0.069
H 1.126 -2.546 -3.044 0.067
H 2.541 -2.691 -1.964 0.041
H 1.637 -4.857 -3.977 0.099
H 2.910 -5.150 -2.900 0.103
H 3.644 -4.500 -4.919 0.084
C -4.346 -0.887 0.500 -0.093
C -3.997 -1.494 1.816 -0.265
O -5.009 -0.986 2.738 -0.116
H -3.572 -1.194 -0.204 0.073
H -4.361 0.199 0.404 0.070
H -5.307 -1.190 0.084 0.081
H -3.012 -1.403 2.274 0.108
H -4.136 -2.574 1.856 0.107
H -5.592 -1.667 3.082 0.083
C -2.800 3.993 -0.339 -0.065
C -1.622 4.678 0.384 -0.270
O -1.107 3.826 1.431 -0.111
H -3.105 4.606 -1.187 0.066
H -3.708 3.939 0.262 0.066
H -2.571 2.980 -0.672 0.070
H -1.889 5.619 0.866 0.104
H -0.770 4.959 -0.236 0.097
H -0.538 4.284 2.054 0.083
C -1.056 3.930 -3.565 -0.101
C -2.057 3.755 -4.637 -0.330
O -3.260 3.594 -3.925 -0.095
H -0.029 3.864 -3.925 0.080
H -1.122 3.152 -2.804 0.063
H -1.224 4.854 -3.012 0.077
H -2.020 2.862 -5.261 0.118
H -2.117 4.704 -5.170 0.112
H -3.997 3.519 -4.537 0.083
C 1.055 -0.155 -0.170 -0.082
C 0.069 0.937 0.193 -0.291
O -1.103 0.345 0.817 -0.095
H 0.764 -0.647 -1.098 0.063
H 1.117 -0.918 0.605 0.066
H 2.038 0.295 -0.305 0.071
H -0.250 1.315 -0.779 0.099
H 0.459 1.704 0.862 0.104
H -1.602 1.096 1.144 0.032
C 2.496 -3.597 2.162 -0.081
C 3.890 -3.800 2.718 -0.311
O 4.666 -4.433 1.681 -0.103
H 1.884 -2.865 2.690 0.068
H 1.980 -4.556 2.217 0.075
H 2.601 -3.202 1.152 0.059
H 3.987 -4.405 3.619 0.100
H 4.391 -2.892 3.053 0.103
H 5.472 -3.916 1.607 0.028
C 5.199 -1.779 -0.910 -0.059
C 6.652 -1.806 -0.356 -0.308
O 6.512 -2.506 0.804 -0.101
H 4.625 -0.997 -0.412 0.067
H 4.638 -2.704 -0.780 0.062
H 5.158 -1.587 -1.982 0.070
H 6.985 -0.837 0.014 0.113
H 7.394 -2.244 -1.023 0.111
H 7.287 -2.395 1.360 0.105
C -3.585 2.136 4.398 -0.073
C -3.804 2.488 2.885 -0.303
O -5.110 2.021 2.540 -0.087
H -4.374 2.516 5.046 0.074
H -2.630 2.612 4.619 0.060
H -3.356 1.070 4.421 0.065
H -2.928 2.013 2.445 0.077
H -3.764 3.561 2.694 0.101
H -5.104 1.062 2.574 0.029
```

Kohn-Sham gap: 0.36616 Eh
max |F|: 3.549 eV Å⁻¹
relative energy (zero: lowest compared OMol25 entry of this formula, charge and spin): 87.4 kcal per mole
molar mass: 368.55 g mol⁻¹
SMILES: CCO.CCO.CCO.CCO.CCO.CCO.CCO.CCO

=====

Entry 6:
Molecular formula: C16H48O8
Method: DFT, ωB97M-V with the def2-TZVPD basis set

The geometry in XYZ format:
```
72
Properties=species:S:1:pos:R:3:lowdin_charge:R:1
C -10.536 8.920 -31.377 -0.096
C -10.451 10.154 -30.517 -0.341
O -10.843 11.268 -31.312 -0.096
H -11.559 8.773 -31.730 0.074
H -10.271 8.033 -30.798 0.072
H -9.901 8.993 -32.258 0.074
H -9.428 10.296 -30.148 0.108
H -11.095 10.097 -29.631 0.099
H -10.707 12.068 -30.787 0.038
C -5.913 15.606 -27.631 -0.077
C -5.075 15.537 -28.896 -0.310
O -3.697 15.381 -28.539 -0.082
H -6.993 15.687 -27.793 0.051
H -5.613 16.495 -27.079 0.062
H -5.784 14.696 -27.047 0.080
H -5.106 16.403 -29.555 0.100
H -5.395 14.690 -29.517 0.108
H -3.526 14.449 -28.386 0.079
C -14.015 17.676 -28.662 -0.094
C -14.339 17.521 -30.134 -0.335
O -13.955 18.714 -30.795 -0.073
H -14.312 18.607 -28.183 0.075
H -12.958 17.464 -28.492 0.061
H -14.550 16.925 -28.066 0.071
H -15.411 17.317 -30.268 0.108
H -13.864 16.601 -30.499 0.105
H -14.120 18.604 -31.737 0.083
C -9.948 15.454 -29.131 -0.074
C -9.190 14.137 -29.017 -0.281
O -10.102 13.056 -29.145 -0.095
H -10.467 15.519 -30.088 0.082
H -9.325 16.348 -29.026 0.045
H -10.682 15.546 -28.325 0.063
H -8.728 14.079 -28.030 0.077
H -8.409 14.084 -29.774 0.117
H -10.613 13.029 -28.322 0.044
C -9.534 12.814 -24.744 -0.077
C -9.112 14.175 -25.236 -0.338
O -8.622 14.931 -24.147 -0.077
H -9.980 12.253 -25.564 0.053
H -10.241 12.864 -23.915 0.082
H -8.644 12.279 -24.417 0.082
H -9.848 14.742 -25.822 0.109
H -8.305 14.033 -25.976 0.090
H -8.467 15.840 -24.445 0.037
C -6.986 19.272 -26.079 -0.083
C -8.374 18.672 -26.085 -0.285
O -8.493 17.654 -25.085 -0.094
H -6.644 19.424 -25.051 0.078
H -6.834 20.224 -26.588 0.075
H -6.241 18.588 -26.496 0.056
H -8.690 18.254 -27.038 0.101
H -9.082 19.475 -25.844 0.114
H -8.605 18.098 -24.239 0.097
C -7.342 18.972 -30.130 -0.076
C -8.745 18.994 -30.745 -0.310
O -9.277 20.317 -30.740 -0.073
H -7.323 19.633 -29.267 0.065
H -6.608 19.214 -30.900 0.074
H -7.064 17.954 -29.840 0.052
H -9.396 18.327 -30.175 0.086
H -8.653 18.612 -31.764 0.109
H -10.062 20.294 -30.188 0.077
C -13.317 13.512 -28.744 -0.072
C -13.026 12.368 -27.761 -0.274
O -11.886 12.732 -26.993 -0.104
H -12.945 13.272 -29.741 0.069
H -12.856 14.436 -28.404 0.058
H -14.389 13.652 -28.894 0.074
H -12.904 11.446 -28.337 0.106
H -13.906 12.190 -27.137 0.112
H -11.939 12.413 -26.090 0.083
```

Kohn-Sham gap: 0.37235 Eh
max |F|: 1.202 eV Å⁻¹
relative energy (zero: lowest compared OMol25 entry of this formula, charge and spin): 54.9 kcal per mole
molar mass: 368.55 g mol⁻¹
SMILES: CCO.CCO.CCO.CCO.CCO.CCO.CCO.CCO